Entry 1:
Entry from OMol25: C2H4N2S3 in the gas phase at a distorted geometry (ωB97M-V with the def2-TZVPD basis set).

Atoms and positions in Å:
C -0.7814 0.8122 0.1091
C 1.8832 -1.3431 0.5691
H -3.0589 2.2729 -1.8270
H -0.0232 1.3930 -0.3848
H -1.2703 -0.3926 1.7797
H 2.9393 -1.1589 0.7422
N -1.8504 0.8815 -0.4391
N -0.4359 0.1259 1.1571
S -1.6471 2.0599 -1.5644
S 1.1403 -0.0962 1.6890
S 1.1822 -2.3375 -0.7125

## Properties
HOMO-LUMO gap	7.1483	eV
charge	0
LUMO level	-1.06	eV
relative energy (zero: lowest compared OMol25 entry of this formula, charge and spin)	3.356	eV
total energy	-37621.069	eV
M	152.27	g mol⁻¹
highest occupied orbital energy	-8.2	eV
maximum force	7.57	eV/Å

=====

Entry 2:
Entry from OMol25: a molecular structure, C2H4N3P at a distorted geometry (ωB97M-V with the def2-TZVPD basis set).

Atoms and positions in Å:
C 0.2905 0.8061 0.1136
C 0.6403 -1.3837 0.7257
N -0.4104 -0.3804 0.2312
N 1.5440 0.7027 0.4609
N 1.6968 -0.5861 0.8505
P -2.0402 0.4011 -0.5345
H 0.0648 1.8520 -0.1291
H 2.5456 -0.9781 1.0264
H -2.6677 -0.7967 -0.9398
H -1.6635 0.3633 -1.8048

## Properties
HOMO-LUMO gap	9.1577	eV
charge	0
LUMO level	0.02	eV
relative energy (zero: lowest compared OMol25 entry of this formula, charge and spin)	3.357	eV
total energy	-15893.770	eV
M	101.05	g mol⁻¹
highest occupied orbital energy	-9.1	eV
maximum force	4.58	eV/Å

=====

Entry 3:
Entry from OMol25: a molecular structure, C2H4N3PS at a distorted geometry (ωB97M-V with the def2-TZVPD basis set).

Atoms and positions in Å:
C -0.8039 -0.4572 -0.3077
C 1.5132 -0.7383 -0.2414
N 0.5015 1.1042 0.8651
N -1.8784 0.9344 0.5559
N 0.3249 -0.1186 0.2706
P -0.7767 1.9875 1.0262
S -1.4059 -1.3094 -1.4590
H 1.3846 -1.7174 -0.4685
H 1.6737 -0.2016 -1.1488
H 2.3285 -0.5175 0.3393
H -2.8615 1.0340 0.5682

## Properties
⟨S²⟩	2.015
HOMO-LUMO gap (spin up / spin down)	5.7699 / 6.4121	eV
charge	0
LUMO level (spin up / spin down)	0.46 / -2.66	eV
relative energy (zero: lowest compared OMol25 entry of this formula, charge and spin)	2.295	eV
total energy	-26727.407	eV
M	133.12	g mol⁻¹
highest occupied orbital energy (spin up / spin down)	-5.3 / -9.1	eV
maximum force	5.49	eV/Å
multiplicity	3

=====

Entry 4:
Entry from OMol25: C2H4N4 in the gas phase at a distorted geometry (ωB97M-V with the def2-TZVPD basis set).

Atoms and positions in Å:
C -0.6181 -0.0428 0.2864
C 0.2449 -1.1029 -0.3390
N 1.5273 -1.0870 -0.1123
N 2.1177 0.0160 0.2644
N 1.3649 1.0526 -0.1126
N 0.1037 1.0304 -0.3539
H -1.6790 0.2034 -0.1039
H -0.5740 0.0311 1.3952
H 0.0203 -2.0353 -0.9772
H 1.9370 1.8940 -0.4499

## Properties
HOMO-LUMO gap (spin up / spin down)	9.4310 / 9.4316	eV
charge	0
LUMO level (spin up / spin down)	0.63 / 0.63	eV
relative energy (zero: lowest compared OMol25 entry of this formula, charge and spin)	4.205	eV
total energy	-8095.109	eV
M	84.08	g mol⁻¹
highest occupied orbital energy (spin up / spin down)	-8.8 / -8.8	eV
maximum force	2.90	eV/Å

=====

Entry 5:
Entry from OMol25: C2H4N4 in the gas phase (ωB97M-V with the def2-TZVPD basis set).

Atoms and positions in Å:
N 1.1106 -0.5072 1.0468
C 0.1493 -0.0115 0.1534
C -0.6426 -0.6672 -0.7351
N -1.4178 0.2311 -1.3995
N -1.1363 1.4206 -0.9553
N -0.1903 1.2893 -0.0168
H 0.6912 -1.1308 1.7282
H 1.8539 -0.9912 0.5562
H -0.5880 -1.7401 -0.8316
H 0.1700 2.1070 0.4537

## Properties
HOMO-LUMO gap	10.5082	eV
charge	0
LUMO level	0.77	eV
relative energy (zero: lowest compared OMol25 entry of this formula, charge and spin)	1.184	eV
total energy	-8098.131	eV
SMILES string	Nc1cnn[nH]1
M	84.08	g mol⁻¹
highest occupied orbital energy	-9.7	eV
maximum force	0.75	eV/Å

=====

Entry 6:
Entry from OMol25: C2H4N4 in the gas phase (ωB97M-V with the def2-TZVPD basis set).

Atoms and positions in Å:
N 0.3254 1.0998 1.3582
C 0.3538 0.3376 0.1787
N 0.0674 0.6539 -1.0815
C -0.3361 -0.5453 -1.5857
N -0.2888 -1.5666 -0.7425
N 0.2046 -0.9858 0.3626
H -0.6651 1.1547 1.5937
H 0.6878 2.0396 1.2854
H -0.7569 -0.6869 -2.5770
H 0.4079 -1.5009 1.2081

## Properties
HOMO-LUMO gap	10.3874	eV
charge	0
LUMO level	0.86	eV
relative energy (zero: lowest compared OMol25 entry of this formula, charge and spin)	0.468	eV
total energy	-8098.846	eV
SMILES string	Nc1ncn[nH]1
M	84.08	g mol⁻¹
highest occupied orbital energy	-9.5	eV
maximum force	0.84	eV/Å

=====

Entry 7:
Entry from OMol25: a molecular structure, C2H4N4 at a distorted geometry (ωB97M-V with the def2-TZVPD basis set).

Atoms and positions in Å:
N -0.7702 0.4436 1.7072
C -0.3830 0.0967 0.4373
C -0.7059 -0.5886 -0.6344
N 0.9271 -0.4791 -1.5478
N 1.6711 0.2332 -0.7776
N 1.1864 0.6772 0.2591
H -1.7125 0.4176 2.0238
H -0.2501 1.1891 2.1326
H -1.4281 -1.0310 -1.3120
H 1.4651 -0.9587 -2.2882

## Properties
HOMO-LUMO gap	9.7864	eV
charge	0
LUMO level	0.89	eV
relative energy (zero: lowest compared OMol25 entry of this formula, charge and spin)	3.932	eV
total energy	-8095.382	eV
M	84.08	g mol⁻¹
highest occupied orbital energy	-8.9	eV
maximum force	3.18	eV/Å

=====

Entry 8:
Entry from OMol25: C2H4N4 in the gas phase at a distorted geometry (ωB97M-V with the def2-TZVPD basis set).

Atoms and positions in Å:
N 0.4392 1.5086 -0.6390
C 0.1309 0.2205 -0.2801
N 0.3808 -0.0337 1.0121
C -0.2640 -1.1336 1.3957
N -0.7240 -1.9626 0.5120
N -0.4459 -0.6767 -1.0362
H 0.7312 1.7068 -1.5805
H 1.0100 1.9327 0.0796
H -0.4389 -1.2546 2.4907
H -0.8144 -0.2974 -1.9337

## Properties
HOMO-LUMO gap	8.3361	eV
charge	0
LUMO level	-0.94	eV
relative energy (zero: lowest compared OMol25 entry of this formula, charge and spin)	3.019	eV
total energy	-8096.295	eV
M	84.08	g mol⁻¹
highest occupied orbital energy	-9.3	eV
maximum force	1.74	eV/Å

=====

Entry 9:
Entry from OMol25: C2H4N4O in the gas phase at a distorted geometry (ωB97M-V with the def2-TZVPD basis set).

Atoms and positions in Å:
C -0.2161 1.8143 -0.4318
C -0.8577 -0.2363 -0.2709
H 1.5908 -0.4168 1.6618
H 1.8113 -1.6392 0.2191
H -0.3083 2.7762 -0.5935
H -1.5147 -1.9622 0.1415
N 1.0770 -1.0593 0.9055
N 0.4506 -0.2539 -0.1177
N 0.8967 1.1378 -0.3338
N -1.7407 -1.1447 -0.4313
O -1.1888 0.9842 -0.7488

## Properties
HOMO-LUMO gap	9.4173	eV
charge	0
LUMO level	0.68	eV
relative energy (zero: lowest compared OMol25 entry of this formula, charge and spin)	4.323	eV
total energy	-10142.812	eV
SMILES string	[H]/N=c1/ocnn1N
M	100.08	g mol⁻¹
highest occupied orbital energy	-8.7	eV
maximum force	7.69	eV/Å

=====

Entry 10:
Entry from OMol25: C2H4N4O in the gas phase at a distorted geometry (ωB97M-V with the def2-TZVPD basis set).

Atoms and positions in Å:
N -1.2633 -1.3110 -1.3993
C -0.5689 -0.4266 -0.5900
N -0.9227 0.8406 -0.4064
N 0.0074 1.2221 0.5248
C 0.8474 0.2286 0.7688
O 1.9134 0.5576 1.5408
N 0.5299 -0.8601 0.1141
H -1.8781 -0.8666 -2.0667
H -0.6665 -2.0047 -1.8314
H 0.3270 2.1180 0.8703
H 1.6744 0.5022 2.4749

## Properties
HOMO-LUMO gap	9.2472	eV
charge	0
LUMO level	0.51	eV
relative energy (zero: lowest compared OMol25 entry of this formula, charge and spin)	0.685	eV
total energy	-10146.449	eV
SMILES string	Nc1n[nH]c(O)n1
M	100.08	g mol⁻¹
highest occupied orbital energy	-8.7	eV
maximum force	1.38	eV/Å

=====

Entry 11:
Entry from OMol25: C2H4N4O in the gas phase at a distorted geometry (ωB97M-V with the def2-TZVPD basis set).

Atoms and positions in Å:
C -0.7034 -0.2449 0.0099
C 1.4724 -0.3704 0.0792
H -2.3996 -1.4085 0.1176
H -2.6459 0.1683 -0.5775
H 3.1834 0.2831 -0.2835
H -0.5511 1.8103 0.6462
N -2.0937 -0.4621 0.0302
N 0.2635 -1.1321 0.0244
N 2.6883 -0.6579 0.0022
N -0.3342 1.0588 -0.0249
O 1.1202 0.9554 -0.0238

## Properties
HOMO-LUMO gap	9.6759	eV
charge	0
LUMO level	0.55	eV
relative energy (zero: lowest compared OMol25 entry of this formula, charge and spin)	2.300	eV
total energy	-10144.834	eV
SMILES string	[H]/N=c1/nc(N)[nH]o1
M	100.08	g mol⁻¹
highest occupied orbital energy	-9.1	eV
maximum force	2.85	eV/Å

=====

Entry 12:
Entry from OMol25: C2H4N4O in the gas phase at a distorted geometry (ωB97M-V with the def2-TZVPD basis set).

Atoms and positions in Å:
C 0.0307 1.9756 -0.3000
C 0.3671 -0.1935 0.7493
H 0.8624 2.1946 0.5512
H 0.4209 2.5050 -1.3111
H -0.9487 2.4839 -0.1311
H -0.1304 -2.3077 0.7058
N 0.0779 0.5721 -0.3594
N -0.6250 -0.1233 -1.3335
N -0.7855 -1.3474 -0.9695
N 0.0295 -1.4514 0.2171
O 0.8163 0.1102 1.8258

## Properties
HOMO-LUMO gap	10.8166	eV
charge	0
LUMO level	0.83	eV
relative energy (zero: lowest compared OMol25 entry of this formula, charge and spin)	2.241	eV
total energy	-10144.894	eV
SMILES string	Cn1nn[nH]c1=O
M	100.08	g mol⁻¹
highest occupied orbital energy	-10.0	eV
maximum force	4.74	eV/Å

=====

Entry 13:
Entry from OMol25: C2H4N4O in the gas phase at a distorted geometry (ωB97M-V with the def2-TZVPD basis set).

Atoms and positions in Å:
C 0.3448 0.0174 -0.3975
C -0.0242 -0.4412 0.9297
H -1.9054 -1.1239 -1.5568
H 0.0131 0.5131 -2.2399
H -1.1330 -0.8250 1.1123
H 0.8271 0.2844 2.7813
N -0.2446 -0.2742 -1.6988
N 0.8187 0.1390 1.7009
N 1.7483 1.0000 1.1587
N 1.3643 0.8391 -0.1754
O -1.8091 -0.1287 -1.6145

## Properties
HOMO-LUMO gap	9.9219	eV
charge	0
LUMO level	0.67	eV
relative energy (zero: lowest compared OMol25 entry of this formula, charge and spin)	4.876	eV
total energy	-10142.259	eV
SMILES string	ONc1c[nH]nn1
M	100.08	g mol⁻¹
highest occupied orbital energy	-9.3	eV
maximum force	7.52	eV/Å

=====

Entry 14:
Entry from OMol25: C2H4N4O in the gas phase (ωB97M-V with the def2-TZVPD basis set).

Atoms and positions in Å:
N 2.2367 0.2932 -0.0584
C 0.8058 0.0332 -0.0280
N 1.4703 -1.0555 -0.1109
N -1.2847 -1.3446 -0.0561
C -1.3712 -0.0802 0.0367
O -2.5353 0.5995 0.1397
N -0.2475 0.7559 0.0459
H 2.7485 0.4698 0.7993
H 2.6905 0.5709 -0.9220
H -2.1997 -1.7819 -0.0368
H -2.3134 1.5398 0.1905

## Properties
HOMO-LUMO gap	9.4261	eV
charge	0
LUMO level	0.38	eV
relative energy (zero: lowest compared OMol25 entry of this formula, charge and spin)	3.151	eV
total energy	-10143.984	eV
M	100.08	g mol⁻¹
highest occupied orbital energy	-9.0	eV
maximum force	0.58	eV/Å

=====

Entry 15:
Entry from OMol25: C2H4N4O in the gas phase at a distorted geometry (ωB97M-V with the def2-TZVPD basis set).

Atoms and positions in Å:
C 0.2075 0.2962 -1.7449
C -0.3024 0.7409 -0.3323
H 1.4517 -0.7294 1.7830
H -0.2836 -1.0754 2.2417
H 0.1767 1.1796 -2.4808
H -1.3003 1.4648 1.0016
N 0.4610 -0.5635 1.4082
N -0.1045 -0.5204 0.2666
N 0.4826 -0.9810 -1.7771
N -1.0789 1.7026 0.0801
O 0.2903 -1.5144 -0.4461

## Properties
HOMO-LUMO gap	9.0246	eV
charge	0
LUMO level	0.22	eV
relative energy (zero: lowest compared OMol25 entry of this formula, charge and spin)	7.356	eV
total energy	-10139.779	eV
SMILES string	[H]/N=c1/cnon1N
M	100.08	g mol⁻¹
highest occupied orbital energy	-8.8	eV
maximum force	11.24	eV/Å

=====

Entry 16:
Entry from OMol25: C2H4N4O2 in the gas phase at a distorted geometry (ωB97M-V with the def2-TZVPD basis set).

Atoms and positions in Å:
C 0.1389 0.1127 -0.6882
C 0.8839 0.6395 1.7277
H -1.9801 -1.1847 -1.5755
H 0.2156 0.0437 -2.6052
H 1.1897 0.8083 2.7687
H -1.1281 -0.0068 1.9787
N -0.4068 -0.0785 -1.7822
N 1.3968 0.2703 -0.5274
N 1.7986 0.7160 0.8097
N -0.2319 -0.1695 1.3920
O -1.0217 -1.4224 -1.6706
O -0.8547 0.2715 0.1723

## Properties
HOMO-LUMO gap	9.5757	eV
charge	0
LUMO level	0.47	eV
relative energy (zero: lowest compared OMol25 entry of this formula, charge and spin)	5.594	eV
total energy	-12187.894	eV
SMILES string	ONC1=NN=CNO1
M	116.08	g mol⁻¹
highest occupied orbital energy	-9.1	eV
maximum force	9.65	eV/Å

=====

Entry 17:
Entry from OMol25: C2H4N4O2 in the gas phase at a distorted geometry (ωB97M-V with the def2-TZVPD basis set).

Atoms and positions in Å:
C -1.1694 1.1895 -0.1802
C 1.7292 -0.2309 -0.2513
N -0.0206 1.0505 0.7024
N 0.8553 0.3119 0.3722
N -2.1995 0.3178 0.1816
N 2.3887 -1.4313 -0.1875
O 2.4108 -2.2154 -1.0844
O 2.9418 -1.5354 0.8961
H -1.5890 2.2256 0.0222
H -0.9233 0.8819 -1.2197
H -1.9926 -0.4977 -0.3499
H -2.4315 -0.0665 1.0985

## Properties
HOMO-LUMO gap	9.0835	eV
charge	0
LUMO level	-0.63	eV
relative energy (zero: lowest compared OMol25 entry of this formula, charge and spin)	6.620	eV
total energy	-12186.868	eV
M	116.08	g mol⁻¹
highest occupied orbital energy	-9.7	eV
maximum force	3.08	eV/Å

=====

Entry 18:
Entry from OMol25: a molecular structure, C2H4N4O2 at a distorted geometry (ωB97M-V with the def2-TZVPD basis set).

Atoms and positions in Å:
C -0.3977 -1.1737 0.1991
C 0.4303 0.5895 -0.7861
H -0.1359 1.6946 2.2280
H -1.0140 2.6667 0.4254
H 0.3992 -3.3703 0.3704
H 1.6518 0.8714 -2.2138
N 0.0700 1.9143 1.0699
N -0.2141 0.8698 0.3565
N -1.0265 -0.2249 0.7905
N 1.0163 1.4557 -1.5897
O -0.4231 -2.5245 0.6527
O 0.4210 -0.7832 -0.8626

## Properties
HOMO-LUMO gap	7.7540	eV
charge	0
LUMO level	-0.43	eV
relative energy (zero: lowest compared OMol25 entry of this formula, charge and spin)	6.287	eV
total energy	-12187.201	eV
M	116.08	g mol⁻¹
highest occupied orbital energy	-8.2	eV
maximum force	7.13	eV/Å

=====

Entry 19:
Entry from OMol25: C2H4N4OS in the gas phase at a distorted geometry (ωB97M-V with the def2-TZVPD basis set).

Atoms and positions in Å:
C -0.1838 -0.5746 0.0598
C 1.0778 -1.3180 0.1175
H -3.5574 -0.9779 0.1539
H 1.2172 -2.3033 0.2843
H 1.9872 1.2962 -1.1269
H -0.2885 1.8906 1.3525
N -1.3878 -0.8944 0.1748
N 2.0803 -0.5575 -0.3483
N 1.7083 0.7750 -0.2482
N 0.2959 0.7557 -0.3084
O -0.2644 1.8150 0.2447
S -2.6848 0.0930 -0.3557

## Properties
HOMO-LUMO gap	8.1020	eV
charge	0
LUMO level	-0.11	eV
relative energy (zero: lowest compared OMol25 entry of this formula, charge and spin)	4.374	eV
total energy	-20976.641	eV
SMILES string	On1[nH]nc/c1=N/S
M	132.15	g mol⁻¹
highest occupied orbital energy	-8.2	eV
maximum force	5.26	eV/Å

=====

Entry 20:
Entry from OMol25: C2H4N4S in the gas phase at a distorted geometry (ωB97M-V with the def2-TZVPD basis set).

Atoms and positions in Å:
C -2.2899 -0.5033 -0.4102
C 0.1217 0.3299 -0.3732
N -1.7606 -0.6492 0.7111
N -0.5596 -0.3881 0.9307
N 2.0902 0.1084 0.6843
N 1.3783 0.5370 -0.4074
S -1.0822 0.2948 -1.4948
H -3.2976 -0.6745 -0.7847
H 2.0077 0.8479 1.4426
H 1.5322 -0.7584 0.8821
H 1.8597 0.8556 -1.1805

## Properties
HOMO-LUMO gap	8.7745	eV
charge	0
LUMO level	0.55	eV
relative energy (zero: lowest compared OMol25 entry of this formula, charge and spin)	3.734	eV
total energy	-18930.817	eV
SMILES string	NNc1nncs1
M	116.15	g mol⁻¹
highest occupied orbital energy	-8.2	eV
maximum force	7.13	eV/Å